Record 1
Density functional theory data (ωB97M-V/def2-TZVPD) for an isolated molecule of C11H15NS at a distorted geometry.

Positions of all 28 atoms, in Å:
C  3.757490  0.332284  1.568086
C  3.577445  1.602253  0.988653
C  3.103121  -0.739524  1.142739
C  2.720673  1.683772  -0.093265
C  2.219155  -0.686757  0.029456
C  1.954695  0.599914  -0.530691
C  -0.427724  -0.204323  -1.719965
C  -1.388189  -1.448299  0.086794
C  -2.772076  0.180940  -1.173522
C  -0.873264  1.161400  0.258965
C  -1.422307  -0.020911  -0.593687
N  1.512825  -1.728942  -0.305693
S  0.978317  0.677115  -2.058406
H  4.334090  0.284467  2.476286
H  4.129680  2.450025  1.214524
H  3.165834  -1.668387  1.690583
H  2.664544  2.708949  -0.494528
H  -0.799213  -0.676215  -2.613061
H  -0.436027  -1.883286  -0.102813
H  -2.133649  -2.135082  -0.464347
H  -1.594394  -1.220434  1.201615
H  -2.943546  -0.677305  -1.945412
H  -3.365585  -0.104437  -0.254104
H  -2.800506  1.182041  -1.649247
H  -1.214581  1.504678  1.245551
H  -1.051680  2.159321  -0.229504
H  0.204351  1.136840  0.375138
H  1.837004  -2.710576  -0.391941

Force components x, y, z for each atom (eV/Å):
C 0.7 1.9 1.4
C -1.1 -1.7 -1.8
C 0.1 -1.0 -0.5
C 0.2 1.5 0.5
C -0.8 -1.1 0.2
C 0.3 0.4 -1.4
C 1.0 1.4 -0.3
C -2.1 0.8 0.7
C -0.7 -1.6 -0.5
C -0.5 1.8 0.0
C 3.2 -1.1 0.6
N -1.4 -1.2 -1.7
S 0.5 -0.7 1.2
H 0.3 -0.2 0.2
H 1.0 1.3 0.8
H 0.0 -0.1 -0.1
H -0.5 -0.8 -0.3
H -0.2 -0.3 -0.3
H 0.8 -0.3 0.6
H 0.7 1.1 1.3
H 0.1 -1.1 -1.7
H 0.0 1.7 1.2
H -0.5 1.2 -1.4
H -0.9 -0.6 0.5
H -0.7 -1.4 0.1
H 0.2 -1.0 -0.5
H -0.2 -0.3 0.1
H 0.4 1.3 0.9

Calculated values
energy relative to the best compared isomer or geometry (same formula, charge and spin): 499.3 kJ/mol
lowest unoccupied orbital energy (alpha / beta): -1.40 / -0.88 eV
strongest force on any atom: 3.41 eV Å⁻¹
molar mass: 193.32 g/mol
spin multiplicity: 1
Kohn-Sham gap (alpha / beta): 5.4 / 6.3 eV
total charge: 0

Results of the Löwdin charge analysis, in e, for atoms 1 through 8: number 1, C, carries -0.11; number 2, C, carries -0.09; number 3, C, carries -0.05; number 4, C, carries -0.13; number 5, C, carries -0.42; number 6, C, carries -0.46; number 7, C, carries -0.32; number 8, C, carries -0.05


Record 2
Density functional theory data (ωB97M-V/def2-TZVPD) for C6H21BaO7 as an isolated structure at a distorted geometry.

Positions of all 35 atoms, in Å:
Ba  -26.045202  12.431640  -26.347966
O  -26.269936  13.327844  -23.904413
H  -25.975845  12.749882  -23.173658
O  -28.920746  13.371353  -26.338922
C  -28.838686  14.800101  -26.606480
C  -27.498609  15.496770  -27.210357
O  -26.263573  15.333602  -26.608274
H  -29.054620  15.273050  -25.648466
H  -29.658511  14.999597  -27.296546
H  -27.775797  16.546488  -27.113557
H  -27.465346  15.358657  -28.291058
C  -28.089466  12.323404  -29.829261
O  -27.872482  11.820519  -28.477942
H  -27.594563  13.294410  -29.847297
H  -27.628394  11.591053  -30.491962
H  -29.128412  12.471973  -30.123592
H  -28.481337  12.286418  -27.900160
C  -22.367439  11.621064  -25.328907
O  -23.462315  12.448035  -25.028485
H  -22.162594  11.841967  -26.376452
H  -21.502006  11.749410  -24.678793
H  -22.658362  10.571520  -25.372954
H  -23.181611  13.272841  -24.625387
C  -25.198048  8.742649  -27.122803
O  -25.741203  9.975851  -27.419283
H  -25.960107  8.354746  -26.446860
H  -25.147591  8.300702  -28.117907
H  -24.224429  8.688819  -26.635698
H  -26.532582  9.768751  -27.921713
C  -24.538877  13.306242  -29.912013
O  -24.397926  12.834973  -28.528365
H  -24.589561  12.400665  -30.516559
H  -25.479810  13.853856  -29.965385
H  -23.688226  13.928984  -30.188924
H  -23.571884  12.352583  -28.447378

Force components x, y, z for each atom (eV/Å):
Ba -1.8 3.4 1.9
O 0.7 -1.3 -0.1
H -0.2 0.4 -0.3
O 1.5 0.4 -1.6
C 1.0 -2.0 0.3
C -0.3 -0.2 1.7
O -0.4 -1.7 -0.6
H 0.1 0.5 0.2
H -0.2 0.7 -0.4
H -0.5 0.9 -0.1
H -0.1 -0.6 -1.0
C 0.8 -0.2 1.4
O 0.2 -1.0 -2.2
H 0.0 0.1 -0.5
H 0.1 0.2 -0.2
H -0.2 -0.2 0.4
H -1.1 1.4 1.8
C -0.2 0.2 -1.2
O -0.3 -0.5 0.5
H 1.0 0.0 -0.2
H 0.0 0.0 -0.1
H -0.3 -0.1 0.6
H -0.3 0.1 0.1
C -0.8 -1.3 -0.2
O 0.4 2.1 -0.2
H 0.5 -1.4 0.0
H 0.3 -1.3 0.5
H 0.0 0.8 -0.1
H -0.4 0.7 -0.2
C 0.1 -0.9 1.3
O 0.0 0.5 -0.9
H 0.0 0.2 -0.4
H 0.3 0.0 0.1
H -0.1 0.1 0.0
H 0.1 0.0 -0.2

Calculated values
energy relative to the best compared isomer or geometry (same formula, charge and spin): 88.7 kJ/mol
lowest unoccupied orbital energy: 1.81 eV
strongest force on any atom: 4.28 eV Å⁻¹
molar mass: 342.55 g/mol
spin multiplicity: 1
Kohn-Sham gap: 3.8 eV
total charge: -1

Results of the Löwdin charge analysis, in e, for atoms 1 through 8: number 1, Ba, carries 1.94; number 2, O, carries -0.69; number 3, H, carries -0.16; number 4, O, carries -0.50; number 5, C, carries -0.37; number 6, C, carries -0.50; number 7, O, carries -0.47; number 8, H, carries 0.07


Record 3
Density functional theory data (ωB97M-V/def2-TZVPD) for C36H50AsBrCl2N6O2SiV as an isolated structure at a distorted geometry.

Positions of all 100 atoms, in Å:
V  -12.001338  -6.701748  12.494380
Cl  -5.721179  -8.740894  11.715194
C  -7.299019  -8.171036  11.219569
C  -7.944725  -7.294279  12.054815
C  -9.282671  -7.010194  11.834374
N  -10.150834  -6.277405  12.704884
C  -9.744926  -5.444470  13.711123
O  -8.637658  -5.161422  14.051039
C  -10.982568  -4.995588  14.577565
C  -10.664791  -4.171123  15.688370
C  -11.671442  -3.908597  16.558916
C  -12.876535  -4.573713  16.323291
C  -13.125302  -5.328901  15.206912
N  -12.212168  -5.556010  14.303317
C  -9.941376  -7.640198  10.785330
C  -9.276453  -8.394173  9.786536
C  -7.947830  -8.732886  10.083357
Cl  -7.040585  -9.680381  8.982193
N  -11.304736  -7.351370  10.762478
C  -12.024488  -7.102895  9.646054
O  -11.720131  -7.199259  8.459940
C  -13.365088  -6.418149  9.896111
C  -14.197966  -6.112284  8.849958
C  -15.365762  -5.456451  9.115653
C  -15.695565  -5.224511  10.466802
C  -14.814578  -5.537942  11.452864
N  -13.610931  -6.129352  11.221300
H  -7.303412  -6.925244  12.800859
H  -9.634747  -3.832426  15.814329
H  -11.450951  -3.295459  17.481023
H  -13.611477  -4.499090  17.069199
H  -14.004655  -5.910027  15.062763
H  -9.777151  -8.672214  8.887208
H  -13.831915  -6.243824  7.851135
H  -15.924785  -5.127752  8.256665
H  -16.549420  -4.685631  10.753306
H  -15.029354  -5.213835  12.461480
C  -17.536396  -7.987606  16.711407
C  -18.321872  -8.505608  15.472141
C  -19.498909  -9.267516  15.959063
C  -18.857773  -7.238530  14.709407
Si  -17.231867  -9.469744  14.193448
Br  -15.360574  -8.184275  14.085370
C  -17.896413  -9.502677  12.297887
C  -16.730770  -10.247110  11.512330
C  -17.973111  -8.095581  11.558937
C  -19.246631  -10.223753  12.224089
C  -16.667205  -11.201936  14.739496
C  -15.182345  -11.511480  14.239939
C  -17.550490  -12.375881  14.366373
C  -16.458181  -11.146192  16.270183
H  -18.145308  -7.305455  17.287300
H  -16.666789  -7.418599  16.350803
H  -17.238353  -8.706095  17.407225
H  -20.224685  -8.619426  16.406724
H  -19.202066  -9.917198  16.775433
H  -20.076579  -9.851382  15.235409
H  -19.398448  -6.570926  15.379591
H  -19.587785  -7.547954  13.841552
H  -18.048751  -6.722259  14.201144
H  -15.910417  -9.525341  11.446677
H  -17.138792  -10.312730  10.494511
H  -16.439044  -11.178467  11.942409
H  -17.131081  -7.527304  11.952082
H  -18.881010  -7.567658  11.977860
H  -18.048422  -8.196488  10.481398
H  -19.298501  -11.243143  12.743169
H  -19.535300  -10.522700  11.178450
H  -20.094961  -9.714941  12.741243
H  -15.049099  -11.666221  13.152459
H  -14.871051  -12.475724  14.652682
H  -14.555193  -10.787649  14.708731
H  -17.424756  -12.541547  13.276938
H  -18.588981  -12.266465  14.663010
H  -17.200759  -13.317292  14.899546
H  -15.903684  -10.288596  16.661840
H  -15.922639  -12.032747  16.533417
H  -17.331105  -11.148288  16.894802
N  -11.946443  -9.759957  12.232352
C  -11.921124  -10.893597  12.868972
C  -12.036977  -10.569839  14.198875
C  -11.983782  -9.222811  14.267581
N  -11.956196  -8.690711  13.070073
H  -11.862824  -9.563732  11.242100
H  -11.853266  -11.816566  12.350479
H  -11.909587  -11.186583  15.072456
H  -11.940726  -8.632395  15.152140
C  -13.951064  -11.258966  8.941808
As  -11.978344  -11.006762  8.838907
C  -11.302647  -12.863686  8.692931
C  -11.709079  -10.598128  6.942953
H  -14.318706  -11.266753  9.926015
H  -14.180259  -12.155607  8.432914
H  -14.568723  -10.375138  8.541802
H  -11.082836  -13.167786  7.680270
H  -12.009297  -13.638221  9.212625
H  -10.437413  -12.987934  9.166481
H  -10.831266  -11.162310  6.616913
H  -11.550546  -9.564533  6.653976
H  -12.587907  -10.925567  6.341246

Force components x, y, z for each atom (eV/Å):
V -0.2 -0.6 0.3
Cl -0.3 0.3 -0.4
C -0.3 -1.4 -0.9
C 0.1 -0.3 -0.7
C 0.1 -0.2 1.0
N 0.1 0.0 -0.6
C -2.0 -0.5 0.3
O 1.0 0.4 0.1
C 1.2 0.0 -0.2
C 0.3 -1.0 -2.1
C -0.4 0.2 1.4
C 0.2 0.9 0.6
C -0.5 -0.2 0.9
N 3.5 0.9 -0.4
C 0.2 0.0 -1.7
C 1.0 0.5 2.1
C 0.0 1.1 0.2
Cl 0.0 -0.3 -0.2
N -1.3 0.3 -0.7
C 0.1 0.9 -1.4
O 0.4 -0.6 0.6
C 1.1 -0.9 2.3
C 0.5 0.4 0.1
C -0.3 0.0 0.9
C 0.4 0.0 -1.6
C 1.3 -0.2 0.6
N -1.0 0.1 -1.7
H 0.0 0.8 1.2
H -0.4 -0.1 -0.2
H -0.7 -0.8 -1.1
H -1.1 0.1 0.7
H -1.0 0.0 0.2
H -0.2 -0.3 -0.3
H 0.1 -0.4 -0.3
H -0.6 0.2 0.2
H -1.2 0.5 0.1
H 0.1 -0.3 0.2
C -0.1 1.3 -1.8
C 0.6 1.3 -0.6
C -0.8 -1.3 0.5
C -0.9 -1.4 -1.7
Si -1.2 0.1 -1.0
Br 0.3 0.2 -0.1
C 1.1 0.4 0.2
C -1.8 1.7 -0.2
C -1.4 -0.5 2.8
C -0.9 -2.1 0.4
C 1.8 0.1 0.5
C -1.4 -0.9 -0.1
C 0.6 -1.1 0.0
C -0.1 0.4 0.2
H -0.5 0.4 0.0
H -0.1 -0.2 0.4
H 0.6 -1.5 0.8
H -0.5 0.7 0.3
H 0.0 -0.5 0.0
H 0.3 0.0 -0.2
H 0.1 0.0 0.1
H 1.2 0.5 1.8
H 0.1 0.4 0.1
H 0.2 -0.4 0.2
H 0.3 -0.6 0.1
H 0.1 -0.6 -0.1
H 0.2 0.2 -0.8
H 0.8 -0.4 -0.9
H 0.2 0.0 -0.1
H 0.6 1.2 -0.5
H 0.2 0.8 0.7
H 0.7 0.2 -0.7
H 0.0 0.7 0.5
H -0.3 -0.1 0.2
H 0.7 0.6 -0.3
H -0.6 -0.2 0.6
H -0.2 0.2 -0.2
H -0.2 1.0 -0.6
H 0.3 0.0 -0.5
H 0.5 -0.6 0.4
H -0.9 -0.1 -0.1
N 0.2 2.3 -1.3
C -0.5 -0.5 0.6
C 1.1 -1.9 1.5
C -0.2 0.9 1.0
N -0.2 0.4 -1.2
H 0.1 -0.3 -0.3
H 0.0 -0.6 -0.3
H -0.3 -0.4 -0.2
H -0.1 0.5 0.4
C 0.0 2.2 -1.3
As 0.0 0.3 0.2
C -4.7 -1.1 -0.4
C -0.7 -0.3 -0.9
H 0.0 -0.5 1.6
H -0.6 -0.9 -0.6
H 1.3 -1.2 -0.1
H -0.5 0.0 -0.5
H 1.0 1.4 -1.2
H 3.7 0.0 2.3
H -0.1 0.0 0.0
H 0.0 0.3 0.5
H 0.6 -0.1 0.5

Calculated values
energy relative to the best compared isomer or geometry (same formula, charge and spin): 247.6 kJ/mol
lowest unoccupied orbital energy (alpha / beta): -3.49 / -3.31 eV
expectation value of S²: 2.02
strongest force on any atom: 4.81 eV Å⁻¹
molar mass: 903.60 g/mol
spin multiplicity: 3
Kohn-Sham gap (alpha / beta): 6.7 / 7.0 eV
total charge: +1

Results of the Löwdin charge analysis, in e, for atoms 1 through 8: number 1, V, carries 1.03; number 2, Cl, carries 0.67; number 3, C, carries -0.65; number 4, C, carries -0.04; number 5, C, carries -0.17; number 6, N, carries -0.02; number 7, C, carries -0.43; number 8, O, carries 0.13


Look up the strongest force on any atom of the first one.
3.41 eV Å⁻¹


Which of these has the highest total charge?
C36H50AsBrCl2N6O2SiV


Number 3 is which compound?
C36H50AsBrCl2N6O2SiV